A single C3H8O molecule at a distorted geometry. Source: OMol25; level of theory: ωB97M-V/def2-TZVPD.

```
12
Properties=species:S:1:pos:R:3:mulliken_charge:R:1
C 0.729 -0.433 -1.785 -0.928
C 0.096 -0.643 -0.380 -0.337
C -0.022 0.653 0.470 -0.521
O -0.731 0.285 1.699 -0.513
H -0.048 -0.461 -2.541 0.324
H 1.721 -0.901 -1.857 0.291
H 0.833 0.671 -1.713 0.261
H -0.914 -1.045 -0.486 0.253
H 0.682 -1.219 0.328 0.256
H 0.983 0.949 0.823 0.238
H -0.553 1.472 -0.058 0.389
H -1.470 0.862 1.902 0.286
```

Calculated values
SMILES string: CCCO
total charge: 0
HOMO-LUMO gap: 11.22 eV
spin multiplicity: 1
LUMO level: 1.03 eV
E_tot: -5287.2422 eV
energy relative to the best compared isomer or geometry (same formula, charge and spin): 20.9 kcal per mole



C20H60O10 as an isolated structure at a distorted geometry. Source: OMol25; level of theory: ωB97M-V/def2-TZVPD.

```
90
Properties=species:S:1:pos:R:3:mulliken_charge:R:1
C -22.399 5.318 -18.065 -1.548
C -22.239 4.051 -18.922 -0.523
O -23.182 3.045 -18.608 -1.072
H -23.395 5.759 -18.102 0.295
H -21.794 6.157 -18.407 0.455
H -22.121 5.093 -17.036 0.412
H -21.272 3.588 -18.726 0.764
H -22.315 4.334 -19.972 -0.444
H -22.719 2.263 -18.917 0.946
C -23.923 0.028 -18.457 0.563
C -24.209 0.727 -17.107 -1.247
O -23.992 -0.210 -16.082 -0.633
H -24.059 0.690 -19.312 0.004
H -24.510 -0.882 -18.585 0.481
H -22.875 -0.247 -18.577 -0.656
H -25.240 1.077 -17.048 0.444
H -23.562 1.593 -16.970 0.175
H -24.743 -0.809 -16.087 0.392
C -25.418 1.619 -24.362 0.500
C -26.934 1.611 -24.493 -0.368
O -27.287 1.711 -25.847 -0.545
H -25.081 1.676 -23.327 -0.088
H -24.933 2.360 -24.997 0.562
H -25.053 0.681 -24.781 -0.068
H -27.327 2.522 -24.042 0.214
H -27.477 0.830 -23.961 0.237
H -28.244 1.676 -25.917 0.326
C -22.334 -0.672 -23.742 -0.822
C -23.764 -0.954 -24.189 -0.422
O -24.566 -0.628 -23.074 -0.344
H -21.711 -0.568 -24.630 0.549
H -21.941 -1.542 -23.215 0.192
H -22.246 0.224 -23.128 0.122
H -23.857 -1.985 -24.531 0.486
H -24.157 -0.354 -25.010 0.381
H -25.494 -0.748 -23.290 0.422
C -23.029 -2.246 -19.891 -1.406
C -23.053 -1.768 -21.346 -0.939
O -23.659 -0.528 -21.355 -0.799
H -22.582 -3.230 -19.752 0.546
H -24.022 -2.295 -19.444 0.290
H -22.470 -1.540 -19.277 0.617
H -23.431 -2.514 -22.046 0.333
H -21.995 -1.610 -21.552 0.381
H -23.999 -0.452 -22.250 -0.039
C -25.178 4.916 -18.515 0.011
C -25.688 3.488 -18.431 -0.854
O -24.780 2.771 -17.594 -0.800
H -25.960 5.565 -18.908 -0.145
H -24.250 4.987 -19.083 -0.388
H -24.926 5.304 -17.528 0.666
H -25.850 2.995 -19.389 -0.015
H -26.682 3.447 -17.986 0.545
H -23.920 2.842 -18.015 1.695
C -27.155 4.287 -21.253 -1.272
C -26.926 5.719 -20.728 -0.442
O -25.627 6.109 -21.113 -0.525
H -27.143 4.325 -22.342 0.422
H -28.162 3.982 -20.965 0.517
H -26.433 3.563 -20.877 0.753
H -27.027 5.754 -19.643 0.463
H -27.700 6.376 -21.126 0.510
H -25.528 7.004 -20.781 0.271
C -23.285 4.833 -21.673 1.114
C -23.760 5.959 -22.526 -1.107
O -25.016 5.571 -23.091 -0.807
H -23.010 3.939 -22.234 0.649
H -24.013 4.635 -20.885 -0.993
H -22.366 5.147 -21.178 0.569
H -23.074 6.142 -23.353 0.474
H -23.874 6.874 -21.945 0.207
H -25.607 5.653 -22.340 0.521
C -20.666 1.217 -17.856 -1.315
C -21.200 0.911 -19.271 -0.433
O -22.364 1.698 -19.522 -0.312
H -21.408 1.003 -17.087 0.182
H -20.262 2.209 -17.653 0.394
H -19.913 0.469 -17.606 0.464
H -21.550 -0.121 -19.267 0.550
H -20.409 1.004 -20.015 0.383
H -22.685 1.561 -20.416 -0.621
C -24.494 2.402 -20.717 -0.842
C -23.677 1.715 -21.822 -1.359
O -22.594 1.003 -21.247 -1.486
H -24.895 1.696 -19.990 2.528
H -25.305 3.004 -21.124 -0.844
H -23.883 3.122 -20.172 -0.868
H -23.366 2.435 -22.579 0.861
H -24.223 0.958 -22.387 0.435
H -23.003 0.178 -20.975 1.113
```

Calculated values
total charge: 0
HOMO-LUMO gap: 6.92 eV
spin multiplicity: 1
LUMO level: 0.00 eV
E_tot: -42158.7083 eV
energy relative to the best compared isomer or geometry (same formula, charge and spin): 647.8 kcal per mole



A 2-piece molecular cluster, C2H7S2 overall. Source: OMol25; level of theory: ωB97M-V/def2-TZVPD.

```
11
Properties=species:S:1:pos:R:3:lowdin_spin:R:1
S 0.605 -0.690 -2.782 0.901
H 1.824 -0.666 -2.174 0.043
C -1.610 0.030 0.170 0.019
S -0.546 1.173 1.078 0.003
C 1.068 0.314 0.928 0.007
H -2.563 0.525 0.054 0.000
H -1.702 -0.909 0.714 0.000
H -1.192 -0.224 -0.809 0.023
H 1.520 0.398 1.915 0.001
H 0.968 -0.758 0.764 0.001
H 1.627 0.806 0.142 0.002
```

Calculated values
total charge: 0
HOMO-LUMO gap (alpha / beta): 9.35 / 5.89 eV
spin multiplicity: 2
LUMO level (alpha / beta): 0.81 / -2.65 eV
E_tot: -23856.2111 eV
energy relative to the best compared isomer or geometry (same formula, charge and spin): 7.1 kcal per mole



A single C4H7NO2 molecule. Source: OMol25; level of theory: ωB97M-V/def2-TZVPD.

```
14
Properties=species:S:1:pos:R:3:mulliken_charge:R:1
O 1.640 -0.226 1.128 -0.550
C 0.538 -0.740 0.403 0.057
C 0.597 -0.391 -1.099 -0.550
N -0.279 0.677 -1.564 -0.525
C -0.968 1.314 -0.720 0.087
O -1.066 1.089 0.616 -0.372
C -0.784 -0.264 0.987 -0.541
H 1.624 0.737 1.052 0.352
H 0.602 -1.825 0.534 0.371
H 0.403 -1.278 -1.712 0.341
H 1.625 -0.086 -1.321 0.298
H -1.576 2.167 -1.020 0.395
H -1.609 -0.898 0.639 0.329
H -0.747 -0.275 2.078 0.309
```

Calculated values
SMILES string: O[C@@H]1CN=COC1
total charge: 0
HOMO-LUMO gap: 10.57 eV
spin multiplicity: 1
LUMO level: 0.82 eV
E_tot: -9845.7702 eV
energy relative to the best compared isomer or geometry (same formula, charge and spin): 34.8 kcal per mole



A single C2H4N2O2 molecule at a distorted geometry. Source: OMol25; level of theory: ωB97M-V/def2-TZVPD.

```
10
Properties=species:S:1:pos:R:3:mulliken_charge:R:1
C -0.263 -1.461 -1.337 -0.863
C -0.951 -1.063 -0.138 0.607
O -0.902 -1.570 0.927 -0.413
N -1.968 0.104 -0.486 0.043
N -2.798 0.512 0.628 -0.284
O -1.583 1.233 0.325 -0.247
H -0.757 -2.383 -1.827 0.235
H 0.886 -1.738 -1.159 0.265
H -0.283 -0.705 -2.016 0.379
H -3.668 0.998 0.303 0.279
```

Calculated values
SMILES string: CC(=O)n1[nH]o1
total charge: 0
HOMO-LUMO gap: 10.51 eV
spin multiplicity: 1
LUMO level: 0.64 eV
E_tot: -9208.5713 eV
energy relative to the best compared isomer or geometry (same formula, charge and spin): 153.4 kcal per mole



C43H33BrN7O5S5Ti as an isolated structure at a distorted geometry. Source: OMol25; level of theory: ωB97M-V/def2-TZVPD.

```
95
Properties=species:S:1:pos:R:3:mulliken_charge:R:1
Ti 0.220 -0.126 -0.014 -1.449
C 2.613 -1.443 -3.499 -1.004
C 1.915 -0.619 -2.602 -0.466
N 1.540 -1.047 -1.422 0.651
C 1.845 -2.314 -1.028 -0.634
C 2.455 -3.229 -1.894 0.922
C 2.857 -2.741 -3.156 -0.958
C 2.615 -4.572 -1.469 -0.913
C 2.126 -4.935 -0.252 -1.201
C 1.571 -3.994 0.648 -0.621
C 1.489 -2.664 0.319 0.615
N 1.085 -1.572 1.073 1.489
C 1.070 -1.444 2.449 0.139
C 1.517 -2.346 3.385 -0.824
C 1.498 -2.035 4.766 -0.992
C 1.103 -0.816 5.224 -1.099
C 0.687 0.168 4.290 1.208
C 0.359 1.494 4.657 -0.708
C -0.052 2.384 3.710 -1.287
C -0.162 1.951 2.377 -0.208
N 0.175 0.742 2.006 1.511
C 0.622 -0.160 2.929 -0.228
H 2.928 -1.044 -4.453 0.480
H 1.640 0.393 -2.869 0.890
H 3.350 -3.412 -3.851 0.433
H 3.089 -5.290 -2.126 0.419
H 2.170 -5.975 0.049 0.373
H 1.165 -4.343 1.584 0.533
H 1.929 -3.294 3.078 0.586
H 1.822 -2.792 5.470 0.381
H 1.109 -0.575 6.279 0.426
H 0.423 1.786 5.699 0.371
H -0.332 3.395 3.970 0.356
H -0.565 2.603 1.610 0.575
S -1.014 -0.863 -2.162 -0.117
S -3.040 -0.371 -2.244 -0.189
S -3.918 -0.038 -0.391 -0.060
S -3.404 1.772 0.429 -0.463
Br 0.762 2.076 -7.742 -0.219
C 1.230 3.262 -6.343 0.001
C 0.690 4.534 -6.316 -0.455
C 1.050 5.399 -5.291 -0.190
C 1.914 4.995 -4.286 -0.092
C 2.450 3.710 -4.333 0.066
C 2.119 2.846 -5.364 -0.396
N 2.355 6.009 -3.356 -0.591
N 2.689 5.753 -2.185 -0.461
C 2.329 4.557 -1.500 0.025
C 3.256 4.125 -0.580 -0.335
C 3.167 2.881 0.058 -0.908
C 2.084 2.056 -0.190 0.958
O 1.961 0.857 0.263 -0.213
C 0.997 2.597 -0.979 -0.583
N -0.138 1.824 -1.004 0.919
C -1.185 2.267 -1.664 -0.038
C -1.188 3.521 -2.300 -1.901
C -0.072 4.303 -2.269 -0.548
C 1.100 3.830 -1.625 0.774
H -0.004 4.847 -7.083 0.425
H 0.641 6.402 -5.248 0.447
H 3.143 3.388 -3.567 0.351
H 2.531 1.846 -5.394 0.437
H 4.124 4.759 -0.428 0.416
H 3.943 2.540 0.730 0.502
H -2.071 1.645 -1.696 0.137
H -2.091 3.845 -2.797 0.483
H -0.088 5.290 -2.709 0.653
C -9.158 1.970 3.741 -1.480
C -7.684 1.686 3.878 1.094
C -6.844 1.712 2.771 -1.081
C -5.486 1.452 2.895 0.227
C -4.972 1.141 4.146 0.199
C -5.791 1.111 5.270 -0.782
C -7.140 1.388 5.129 -0.683
S -3.241 0.869 4.355 1.572
O -3.089 -0.053 5.447 -0.772
O -2.597 2.151 4.438 -0.686
N -2.737 0.148 3.002 0.908
C -3.429 -1.110 2.616 -0.997
C -2.491 -2.197 2.167 -1.112
C -1.720 -1.894 0.936 0.338
O -1.302 -2.817 0.277 -0.601
O -1.460 -0.614 0.680 1.351
H -9.444 2.065 2.694 0.346
H -9.422 2.900 4.250 0.317
H -9.750 1.171 4.190 0.342
H -7.247 1.939 1.791 0.348
H -4.844 1.492 2.014 -0.126
H -5.364 0.870 6.235 0.455
H -7.785 1.372 6.000 0.366
H -2.655 0.794 2.216 -0.647
H -4.154 -0.904 1.826 0.118
H -3.966 -1.480 3.489 0.758
H -3.058 -3.109 1.992 0.479
H -1.749 -2.419 2.944 0.151
```

Calculated values
total charge: -1
HOMO-LUMO gap: 5.54 eV
spin multiplicity: 1
LUMO level: 1.44 eV
E_tot: -213135.1809 eV
energy relative to the best compared isomer or geometry (same formula, charge and spin): 0.0 kcal per mole



A single C6H12N2O molecule at a distorted geometry. Source: OMol25; level of theory: ωB97M-V/def2-TZVPD.

```
21
Properties=species:S:1:pos:R:3:mulliken_charge:R:1
C 2.314 -0.366 -0.484 -1.279
C 0.843 -0.240 -0.716 -0.157
N 0.139 -1.433 -0.297 -0.549
C -0.687 -1.085 0.890 -0.530
C 0.301 -0.030 1.566 -0.577
C 0.062 0.767 0.224 0.293
O 0.304 2.099 -0.011 -0.594
C -1.413 0.138 0.248 -0.113
N -2.149 -0.051 -0.988 -0.691
H 2.968 0.376 -0.991 0.373
H 2.391 -1.262 -0.997 0.382
H 2.784 -0.400 0.564 0.209
H 0.672 -0.099 -1.826 0.291
H -0.372 -1.906 -1.064 0.331
H -1.212 -1.867 1.338 0.545
H 1.306 -0.352 1.723 0.311
H -0.161 0.572 2.392 0.299
H 1.128 2.014 -0.588 0.412
H -2.034 0.607 0.980 0.501
H -1.530 0.157 -1.780 0.236
H -2.821 0.653 -1.034 0.308
```

Calculated values
SMILES string: C[C@H]1N[C@H]2C[C@]1(O)[C@H]2N
total charge: 0
HOMO-LUMO gap: 9.15 eV
spin multiplicity: 1
LUMO level: 0.83 eV
E_tot: -11441.9721 eV
energy relative to the best compared isomer or geometry (same formula, charge and spin): 62.2 kcal per mole



C4H8NS as an isolated structure at a distorted geometry. Source: OMol25; level of theory: ωB97M-V/def2-TZVPD.

```
14
Properties=species:S:1:pos:R:3:mulliken_charge:R:1
C -0.352 0.221 -0.315 -0.252
C -1.747 0.198 0.018 0.298
C -1.079 1.489 0.123 -0.399
C 1.489 -0.068 0.416 -0.460
N 2.109 -1.173 0.012 -0.291
S -3.177 -0.626 -0.070 -0.124
H -0.077 -0.007 -1.334 0.318
H -0.831 1.869 1.104 0.248
H -1.377 2.273 -0.567 0.277
H 1.200 -0.037 1.462 0.345
H 1.850 0.868 0.017 0.347
H 2.656 -1.173 -0.835 0.256
H -2.671 -1.791 -0.534 0.201
H 2.006 -2.043 0.505 0.236
```

Calculated values
total charge: +1
HOMO-LUMO gap: 7.97 eV
spin multiplicity: 1
LUMO level: -5.23 eV
E_tot: -16592.8294 eV
energy relative to the best compared isomer or geometry (same formula, charge and spin): 59.4 kcal per mole